Record 1
Density functional theory data (the ωB97M-V functional and the def2-TZVPD basis) for a cluster of 2 separate species, C4H8N4 in total.

```
16
Properties=species:S:1:pos:R:3:forces:R:3
C -1.824590 -0.872012 -0.120139 -1.259 2.187 4.684
C -0.360197 -0.230248 -0.105542 -1.486 -3.668 -2.057
C 1.153249 1.174768 -0.167419 5.113 0.560 -1.225
C 1.970126 -0.151588 -0.188886 -0.574 -2.984 2.171
H -2.276300 1.189240 -0.367856 -3.048 -3.256 1.977
H -2.834172 0.323809 1.162839 -0.672 0.468 -2.686
H -1.833440 -1.172438 -1.083295 -0.730 -1.870 -2.982
H -2.216600 -1.614257 0.732206 1.925 0.933 -2.258
H 1.644504 1.749472 0.578271 -0.576 0.676 1.732
H 1.625154 1.705340 -0.960056 -0.460 0.777 -1.695
H 3.663048 0.372121 0.444045 -0.761 -2.133 -0.059
H 0.519551 -2.049478 0.472579 1.886 2.986 -3.865
N -2.972246 0.219974 0.070759 5.628 2.153 0.532
N -0.215972 0.998738 -0.185206 -0.385 1.206 1.480
N 3.142178 -0.578244 0.286356 -2.866 3.981 -2.012
N 0.815708 -1.065190 -0.568651 -1.736 -2.014 6.264
```
Forces are in eV/Å.

Computed properties:
- Kohn-Sham gap: 9.825 eV
- HOMO: -10.0 eV
- Largest force on an atom: 6.805 eV Å⁻¹
- Energy: -376.02588 Eh

Results of the Löwdin charge analysis, in e, for atoms 1 through 5: atom 1 (C): -0.20, atom 2 (C): -0.38, atom 3 (C): -0.22, atom 4 (C): -0.35, atom 5 (H): 0.15



Record 2
Density functional theory data (the ωB97M-V functional and the def2-TZVPD basis) for the molecule C2H4N4.

```
10
Properties=species:S:1:pos:R:3:forces:R:3
C 0.733314 0.291448 -1.264730 0.064 0.023 -0.101
N -0.045161 0.224166 -0.047647 -0.072 -0.210 0.208
C -0.166503 -0.801672 0.686048 0.065 0.069 -0.150
N -0.944944 -0.766129 1.840678 -0.004 0.043 -0.007
N -1.395133 0.458052 1.859808 0.072 0.251 -0.253
N -1.284183 1.386954 1.188569 0.046 -0.326 0.120
H 1.543709 1.016379 -1.140759 -0.124 -0.096 -0.017
H 0.096490 0.640117 -2.082776 0.089 -0.043 0.116
H 1.170242 -0.675880 -1.550810 -0.110 0.145 0.121
H 0.292169 -1.773436 0.511618 -0.026 0.144 -0.038
```
Forces are in eV/Å.

Computed properties:
- Kohn-Sham gap: 9.894 eV
- HOMO: -9.7 eV
- Largest force on an atom: 0.363 eV Å⁻¹
- Energy: -297.53211 Eh

Results of the Löwdin charge analysis, in e, for atoms 1 through 5: atom 1 (C): -0.10, atom 2 (N): -0.05, atom 3 (C): -0.26, atom 4 (N): 0.00, atom 5 (N): -0.17



Record 3
Density functional theory data (the ωB97M-V functional and the def2-TZVPD basis) for a cluster of 2 separate species, C4H9OP in total.

```
15
Properties=species:S:1:pos:R:3:forces:R:3
C 0.337136 0.345858 -0.199568 0.341 0.151 -1.800
C 0.280774 1.385655 0.659189 1.104 -3.487 -0.884
C -0.348374 -0.441562 -2.178358 -0.213 0.511 5.479
C 1.012378 1.580228 1.928415 4.313 -0.833 1.176
O -1.135684 -1.478464 -1.757100 0.600 -0.302 -0.824
P -1.406740 -1.876876 -0.161305 0.348 1.161 -0.155
H 1.061651 -0.423524 -0.110598 0.934 -0.529 0.574
H -0.920808 0.402205 -2.313296 -0.889 1.796 -1.412
H -0.516727 1.982647 0.575764 -2.772 2.791 -0.729
H 0.556205 -0.659765 -2.682784 0.671 -0.197 -0.412
H 2.019678 2.185896 1.796575 -1.958 -0.818 -0.098
H 1.474007 0.617320 2.412417 -1.226 1.428 -0.965
H 0.490542 2.124791 2.704775 -0.446 -0.038 -0.039
H -2.317109 -2.756647 -0.600409 -1.853 -1.116 -0.172
H -0.586930 -2.987761 -0.073715 1.048 -0.519 0.261
```
Forces are in eV/Å.

Computed properties:
- Kohn-Sham gap: 9.147 eV
- HOMO: -8.7 eV
- Largest force on an atom: 5.507 eV Å⁻¹
- Energy: -574.20086 Eh

Results of the Löwdin charge analysis, in e, for atoms 1 through 5: atom 1 (C): -0.06, atom 2 (C): -0.27, atom 3 (C): -0.07, atom 4 (C): -0.14, atom 5 (O): -0.52



Record 4
Density functional theory data (the ωB97M-V functional and the def2-TZVPD basis) for a structure of composition C10H30AlFO5.

```
47
Properties=species:S:1:pos:R:3:forces:R:3
Al 1.040774 1.404607 -3.581248 -0.363 -0.489 0.809
F -0.069296 0.627857 -0.950078 0.048 -0.132 0.499
C 2.498164 -0.092163 3.065462 0.154 -0.511 0.189
C 1.679184 -0.454383 1.850462 1.545 1.716 1.212
O 1.487424 0.762427 1.144742 0.255 -0.667 1.139
H 2.777324 -0.992883 3.612162 -0.041 0.023 0.045
H 1.959954 0.572497 3.741232 -0.064 0.051 -0.031
H 3.422244 0.401697 2.765022 0.024 0.078 0.011
H 0.761144 -0.940853 2.180062 -0.836 -0.199 -0.497
H 2.264734 -1.159753 1.260812 -0.224 -0.379 -0.589
H 0.849454 0.621207 0.441422 -1.238 -0.228 -1.781
C -2.750076 1.550767 3.117782 1.518 -0.080 -0.745
C -1.482946 1.397037 2.195362 -3.158 0.313 -1.416
O -1.804676 1.810377 0.839842 0.163 -0.198 2.977
H -2.478386 1.068697 4.056872 -0.223 0.084 0.098
H -3.586876 1.042297 2.638902 0.052 -0.067 0.008
H -3.034356 2.587787 3.296322 0.153 -0.039 -0.025
H -1.126126 0.367717 2.159462 0.147 -0.465 -0.047
H -0.619116 1.931767 2.590302 0.759 0.706 0.148
H -1.118576 1.442147 0.278352 0.828 -0.503 -1.474
C -2.481076 -0.519463 -3.587968 0.317 -1.160 1.137
C -1.685156 -1.751943 -4.026798 -0.521 1.410 -0.523
O -0.325346 -1.359183 -4.140608 0.573 0.272 0.204
H -2.252186 0.378667 -4.161628 -0.427 -0.223 -0.199
H -2.234036 -0.356693 -2.538888 0.255 0.513 0.006
H -3.521126 -0.841713 -3.537388 -0.248 0.556 -0.537
H -2.073706 -2.063873 -4.996248 0.163 -0.432 0.070
H -1.787546 -2.526383 -3.266628 -0.017 -0.340 -0.075
H 0.104764 -1.881803 -4.821388 0.107 -0.195 -0.113
C 4.895384 1.402117 -0.077148 0.363 -0.333 0.045
C 3.930534 2.443467 -0.739808 0.305 -1.070 1.552
O 2.733614 1.694217 -0.982198 0.677 0.888 -1.515
H 4.940934 0.470217 -0.640688 0.054 0.250 -0.440
H 4.562454 1.071767 0.906782 -0.301 0.484 0.107
H 5.908464 1.789097 0.032502 -0.052 0.206 -0.137
H 4.412554 2.886917 -1.611078 -0.511 -0.409 -0.365
H 3.715784 3.219047 -0.004658 0.017 0.162 -0.123
H 2.268884 1.648977 -0.143398 -0.400 -0.006 0.475
C -2.988766 -2.685773 0.822052 -0.563 -0.481 0.188
C -2.380256 -1.898713 -0.319618 0.109 0.258 1.109
O -1.003436 -2.123763 -0.257348 -0.349 0.020 -0.256
H -2.679556 -2.192463 1.743542 0.030 -0.130 0.110
H -2.649196 -3.721503 0.828152 0.090 0.077 0.023
H -4.077816 -2.705213 0.780792 0.012 0.150 -0.159
H -2.627126 -0.840403 -0.235168 0.178 0.173 -0.123
H -2.790046 -2.204793 -1.282158 -0.122 -0.594 -0.560
H -0.586986 -1.279673 -0.446258 0.763 0.938 -0.431
```
Forces are in eV/Å.

Computed properties:
- Kohn-Sham gap: 2.786 eV
- HOMO: -16.2 eV
- Largest force on an atom: 3.475 eV Å⁻¹
- Total charge: +2
- Energy: -1116.58670 Eh

Results of the Löwdin charge analysis, in e, for atoms 1 through 5: atom 1 (Al): 1.08, atom 2 (F): -0.52, atom 3 (C): -0.04, atom 4 (C): -0.23, atom 5 (O): -0.01



Record 5
Density functional theory data (the ωB97M-V functional and the def2-TZVPD basis) for a structure of composition C4H5BrCoN.

```
12
Properties=species:S:1:pos:R:3:forces:R:3
Co 3.585552 3.736411 -0.880917 -0.107 -1.609 -0.328
Br 3.424392 1.261991 -1.378357 0.071 1.622 0.354
N 0.343552 -0.002149 0.154293 -1.380 0.145 0.906
C -0.633478 0.062751 -0.771867 -1.281 -1.252 -1.097
C -1.741938 -0.722519 -0.359417 1.435 1.439 -1.057
C -1.431118 -1.215649 0.941803 0.298 0.670 -0.864
C -0.214978 -0.663869 1.213373 1.923 -0.628 1.704
H 1.218032 0.501121 0.108473 -0.155 -0.179 0.179
H -0.393048 0.485961 -1.735967 -0.376 0.108 0.000
H -2.598268 -0.777179 -1.015237 -0.140 -0.460 0.353
H -1.897158 -1.947729 1.584663 -0.370 0.372 -0.103
H 0.338452 -0.719139 2.139153 0.081 -0.229 -0.049
```
Forces are in eV/Å.

Computed properties:
- Kohn-Sham gap (alpha / beta): 7.888 / 4.821 eV
- HOMO (alpha / beta): -7.9 / -7.9 eV
- Largest force on an atom: 2.645 eV Å⁻¹
- Energy: -4166.81573 Eh
- Multiplicity: 5
- <S²>: 6.01

Results of the Löwdin charge analysis, in e, for atoms 1 through 5: atom 1 (Co): 0.33, atom 2 (Br): -0.21, atom 3 (N): 0.01, atom 4 (C): -0.16, atom 5 (C): -0.10



Record 6
Density functional theory data (the ωB97M-V functional and the def2-TZVPD basis) for a structure of composition C15H39B3FN2O9PS.

```
71
Properties=species:S:1:pos:R:3:forces:R:3
C 1.283570 -3.881183 -1.131243 -0.100 -0.080 -0.317
P 1.963049 -2.189729 -1.378942 0.469 0.312 0.709
C 2.940484 -2.258125 -2.932485 -0.170 0.100 -0.182
B 0.396599 -1.134144 -1.752732 -0.172 0.358 -1.103
O 0.279330 0.156566 -1.259621 0.262 -0.424 0.908
B -0.892854 0.377921 -0.568299 -0.071 0.459 -0.395
F -0.896477 0.884295 0.649871 -0.033 0.170 -0.451
O -2.076346 -0.054066 -1.159220 0.006 -0.536 0.973
B -1.914266 -1.297651 -1.699955 -0.127 0.479 -0.793
S -3.231841 -2.587985 -1.298093 -0.417 0.194 -0.140
C -3.047929 -3.929147 -2.442602 0.101 0.029 -0.138
O -2.856432 -3.068121 0.016908 0.204 0.067 -0.010
O -4.534435 -1.998151 -1.503381 -0.034 -0.071 0.077
O -0.772758 -1.632483 -2.373103 0.156 -0.742 0.924
H 0.301897 -3.826947 -0.659272 -0.019 -0.014 0.022
H 1.206656 -4.473932 -2.043402 -0.087 0.053 -0.048
H 1.950664 -4.394219 -0.442559 0.011 -0.078 0.022
H 2.363597 -2.424337 -3.841018 -0.030 -0.081 0.000
H 3.485094 -1.318506 -3.019683 0.054 0.018 -0.035
H 3.670229 -3.058299 -2.820777 0.048 -0.026 0.005
H -3.760748 -3.781229 -3.247253 -0.035 -0.022 -0.050
H -3.249772 -4.844178 -1.891272 -0.026 -0.019 0.011
H -2.031213 -3.932072 -2.831889 0.049 -0.059 0.077
C -3.747296 1.016130 3.140496 0.049 0.023 -0.011
O -4.586446 1.252335 2.032470 -0.044 -0.048 0.088
C -4.858849 0.103146 1.234614 0.083 0.001 -0.201
C -6.291337 -0.354520 1.379309 -0.047 -0.005 0.080
N -6.542414 -0.911298 2.700730 0.007 0.154 0.019
C -7.939247 -1.195500 2.996202 0.048 -0.100 0.051
C -8.932629 -0.038816 2.998357 -0.099 -0.020 -0.054
O -8.750991 0.888608 4.052148 0.063 -0.029 0.029
C -7.788258 1.896907 3.821651 -0.048 0.043 -0.001
H -3.469207 1.987831 3.546197 -0.005 -0.001 0.009
H -4.240510 0.436679 3.930156 0.003 -0.023 -0.023
H -2.836771 0.484243 2.845806 0.008 0.011 0.003
H -4.167032 -0.709499 1.478951 -0.038 -0.017 0.042
H -4.689530 0.383560 0.192689 0.027 -0.007 0.006
H -6.481393 -1.124138 0.625265 -0.016 -0.003 0.007
H -6.936061 0.506032 1.149103 0.011 -0.015 -0.064
H -6.178176 -0.277800 3.400040 -0.005 -0.011 0.016
H -7.979292 -1.662305 3.983688 -0.011 -0.023 -0.013
H -8.294917 -1.942526 2.277645 -0.002 0.017 -0.014
H -9.927692 -0.464998 3.148371 -0.008 0.022 0.005
H -8.951962 0.487621 2.035702 0.063 0.006 0.012
H -7.752457 2.183561 2.766189 0.007 0.007 0.002
H -6.782358 1.597600 4.130798 0.000 -0.017 -0.031
H -8.079749 2.765291 4.412076 0.002 0.002 -0.001
C 6.351734 -0.805761 -1.604797 -0.036 -0.052 -0.014
O 5.534660 0.339340 -1.715873 0.076 0.018 0.010
C 5.078819 0.870182 -0.474694 -0.224 -0.044 0.024
C 5.736812 2.191703 -0.150506 0.105 0.015 -0.063
N 7.146531 2.018930 0.162523 -0.009 -0.021 -0.146
C 7.907761 3.254229 0.295357 0.046 -0.054 0.095
C 8.012591 4.176016 -0.914295 -0.014 0.110 0.021
O 8.774546 3.652172 -1.985198 0.016 -0.072 0.031
C 8.081677 2.799621 -2.872930 0.003 0.047 -0.047
H 6.473910 -1.211706 -2.608130 0.015 0.005 -0.002
H 7.343702 -0.580077 -1.197305 -0.018 0.004 0.027
H 5.885538 -1.566420 -0.969534 -0.003 -0.008 -0.009
H 5.242129 0.148321 0.331107 0.044 0.019 0.005
H 4.001165 1.026480 -0.571566 -0.001 -0.017 0.019
H 5.232428 2.626488 0.718353 0.010 0.019 -0.004
H 5.564459 2.863857 -1.003303 -0.055 0.011 0.028
H 7.574105 1.442599 -0.550288 0.019 0.004 0.006
H 8.924352 2.983238 0.590067 -0.005 0.015 0.024
H 7.481221 3.831129 1.123411 -0.015 0.005 -0.015
H 8.538276 5.077293 -0.590095 0.003 0.006 -0.025
H 7.026737 4.494472 -1.276463 -0.010 -0.064 -0.002
H 7.035041 3.100213 -2.982945 -0.002 -0.008 -0.007
H 8.108641 1.751838 -2.558149 -0.026 0.010 0.021
H 8.571640 2.873426 -3.843382 -0.001 -0.001 -0.002
```
Forces are in eV/Å.

Computed properties:
- Kohn-Sham gap: 8.387 eV
- HOMO: -8.3 eV
- Largest force on an atom: 1.196 eV Å⁻¹
- Energy: -2295.75862 Eh

Results of the Löwdin charge analysis, in e, for atoms 1 through 5: atom 1 (C): -0.30, atom 2 (P): 0.94, atom 3 (C): -0.31, atom 4 (B): -0.59, atom 5 (O): 0.29



Please write out number 1 again, unchanged.
Density functional theory data (the ωB97M-V functional and the def2-TZVPD basis) for a cluster of 2 separate species, C4H8N4 in total.

```
16
Properties=species:S:1:pos:R:3:forces:R:3
C -1.824590 -0.872012 -0.120139 -1.259 2.187 4.684
C -0.360197 -0.230248 -0.105542 -1.486 -3.668 -2.057
C 1.153249 1.174768 -0.167419 5.113 0.560 -1.225
C 1.970126 -0.151588 -0.188886 -0.574 -2.984 2.171
H -2.276300 1.189240 -0.367856 -3.048 -3.256 1.977
H -2.834172 0.323809 1.162839 -0.672 0.468 -2.686
H -1.833440 -1.172438 -1.083295 -0.730 -1.870 -2.982
H -2.216600 -1.614257 0.732206 1.925 0.933 -2.258
H 1.644504 1.749472 0.578271 -0.576 0.676 1.732
H 1.625154 1.705340 -0.960056 -0.460 0.777 -1.695
H 3.663048 0.372121 0.444045 -0.761 -2.133 -0.059
H 0.519551 -2.049478 0.472579 1.886 2.986 -3.865
N -2.972246 0.219974 0.070759 5.628 2.153 0.532
N -0.215972 0.998738 -0.185206 -0.385 1.206 1.480
N 3.142178 -0.578244 0.286356 -2.866 3.981 -2.012
N 0.815708 -1.065190 -0.568651 -1.736 -2.014 6.264
```
Forces are in eV/Å.

Computed properties:
- Kohn-Sham gap: 9.825 eV
- HOMO: -10.0 eV
- Largest force on an atom: 6.805 eV Å⁻¹
- Energy: -376.02588 Eh

Results of the Löwdin charge analysis, in e, for atoms 1 through 5: atom 1 (C): -0.20, atom 2 (C): -0.38, atom 3 (C): -0.22, atom 4 (C): -0.35, atom 5 (H): 0.15



> Which of these has the lowest energy?

C4H5BrCoN



Please write out number 3 again, unchanged.
Density functional theory data (the ωB97M-V functional and the def2-TZVPD basis) for a cluster of 2 separate species, C4H9OP in total.

```
15
Properties=species:S:1:pos:R:3:forces:R:3
C 0.337136 0.345858 -0.199568 0.341 0.151 -1.800
C 0.280774 1.385655 0.659189 1.104 -3.487 -0.884
C -0.348374 -0.441562 -2.178358 -0.213 0.511 5.479
C 1.012378 1.580228 1.928415 4.313 -0.833 1.176
O -1.135684 -1.478464 -1.757100 0.600 -0.302 -0.824
P -1.406740 -1.876876 -0.161305 0.348 1.161 -0.155
H 1.061651 -0.423524 -0.110598 0.934 -0.529 0.574
H -0.920808 0.402205 -2.313296 -0.889 1.796 -1.412
H -0.516727 1.982647 0.575764 -2.772 2.791 -0.729
H 0.556205 -0.659765 -2.682784 0.671 -0.197 -0.412
H 2.019678 2.185896 1.796575 -1.958 -0.818 -0.098
H 1.474007 0.617320 2.412417 -1.226 1.428 -0.965
H 0.490542 2.124791 2.704775 -0.446 -0.038 -0.039
H -2.317109 -2.756647 -0.600409 -1.853 -1.116 -0.172
H -0.586930 -2.987761 -0.073715 1.048 -0.519 0.261
```
Forces are in eV/Å.

Computed properties:
- Kohn-Sham gap: 9.147 eV
- HOMO: -8.7 eV
- Largest force on an atom: 5.507 eV Å⁻¹
- Energy: -574.20086 Eh

Results of the Löwdin charge analysis, in e, for atoms 1 through 5: atom 1 (C): -0.06, atom 2 (C): -0.27, atom 3 (C): -0.07, atom 4 (C): -0.14, atom 5 (O): -0.52



> What is the energy in the fifth record?

-4166.81573 Eh